1.
{
  "formula": "C15H36NO6S3V",
  "method": "ωB97M-V/def2-TZVPD",
  "lumo_energy_ev": 0.1,
  "relative_energy_kj_mol": 426.4,
  "energy_ev": -88100.41263,
  "spin_multiplicity": 1,
  "gap_ha": 0.213,
  "elements": ["O", "V", "O", "C", "C", "C", "C", "C", "C", "N", "O", "C", "C", "C", "H", "H", "H", "H", "H", "H", "H", "H", "H", "H", "H", "H", "H", "H", "H", "H", "H", "H", "C", "S", "O", "C", "H", "H", "H", "H", "H", "H", "C", "S", "O", "C", "H", "H", "H", "H", "H", "H", "C", "S", "O", "C", "H", "H", "H", "H", "H", "H"],
  "positions_angstrom": [[-0.4323, 1.5667, -1.7748], [-0.9509, 0.6474, -0.6091], [-2.5051, 1.0689, -0.3376], [-0.1199, 3.4020, 2.1820], [1.3506, 2.8034, 1.9718], [2.0959, 3.3981, 3.1517], [3.3836, 2.7068, 3.3853], [3.1525, 1.2804, 3.6442], [2.3993, 0.4986, 2.5591], [1.2776, 1.3754, 2.0543], [0.2530, 0.6779, 1.4140], [2.0875, -0.9244, 3.1662], [3.2873, 0.1966, 1.2111], [1.9371, 3.3438, 0.5379], [-0.8322, 3.3297, 1.3601], [0.0085, 4.4830, 2.1255], [-0.4770, 3.0211, 3.1388], [1.5144, 3.2011, 4.0524], [2.1119, 4.4855, 3.0775], [3.9657, 3.3488, 4.0463], [3.8529, 2.6731, 2.4021], [2.8263, 1.0867, 4.6661], [4.1773, 0.9417, 3.7959], [1.1928, -0.8640, 3.7858], [2.8809, -1.2683, 3.8298], [2.0933, -1.6257, 2.3318], [2.8042, -0.2064, 0.3210], [4.0666, -0.4978, 1.5252], [3.8693, 1.0333, 0.8247], [2.6617, 2.6153, 0.1743], [2.4487, 4.2987, 0.6582], [1.1018, 3.4353, -0.1564], [-0.7908, -3.6172, 1.4237], [-2.1241, -2.8590, 0.3535], [-1.5541, -1.4680, 0.0613], [-1.7068, -4.0319, -1.1107], [-0.7645, -2.8398, 2.1872], [0.1333, -3.5270, 0.8528], [-0.9569, -4.6410, 1.7589], [-2.4112, -3.7455, -1.8916], [-1.8516, -5.0883, -0.8847], [-0.7190, -3.7283, -1.4575], [-4.7032, -1.1157, -1.4821], [-4.2516, 0.2973, -2.7041], [-3.1475, -0.1742, -3.6415], [-5.7747, 0.3070, -3.7823], [-4.1503, -1.9748, -1.8622], [-5.7848, -1.2048, -1.5830], [-4.4722, -0.7857, -0.4692], [-6.4635, 1.1089, -3.5166], [-6.3355, -0.6251, -3.7134], [-5.4542, 0.5648, -4.7917], [1.2483, -2.8892, -3.5892], [-0.3261, -1.9674, -3.4318], [-0.2299, -1.3118, -2.0435], [0.0767, -0.5124, -4.5039], [1.3439, -2.9818, -4.6711], [0.9885, -3.8764, -3.2070], [2.0621, -2.3458, -3.1092], [0.8074, 0.0095, -3.8860], [-0.6996, 0.2375, -4.3520], [0.5283, -0.7463, -5.4680]],
  "forces_ev_per_angstrom": [[0.0226, -0.1372, 0.4225], [-0.8688, -0.5703, 2.1669], [2.6175, -0.3559, -0.4190], [1.3338, 0.1630, -1.0851], [-1.9514, 1.1767, -1.4859], [-0.9668, -0.1883, 0.4435], [0.0595, 1.7589, -1.9207], [1.6669, -0.9811, 1.2769], [0.4444, 0.5161, -2.6408], [-0.0204, -1.7672, 1.8448], [-1.0863, 0.1719, -2.0895], [-0.2569, 1.2993, -0.6632], [0.9641, 0.1199, 1.7167], [-0.4982, -0.7694, 1.6558], [-0.0268, -1.1218, 0.0078], [0.1651, 0.3060, 0.8808], [-0.3257, 0.2749, -0.2215], [-0.4521, 0.0427, 0.1209], [0.3936, 0.0044, -0.3121], [0.4350, -0.8197, 0.3924], [0.7832, 0.5463, -0.0896], [-1.1432, 0.0278, -0.0575], [0.2492, -1.0013, -0.6479], [-0.2872, -0.3321, -0.4030], [0.3277, 0.4148, -0.0440], [-0.7936, -0.1909, 0.2301], [-0.7567, -0.1341, 0.5168], [0.1114, -0.4260, -0.1310], [-0.2245, 0.4720, 0.3453], [-0.1389, 0.1065, -0.1642], [-0.1453, 0.1130, -0.0079], [0.1965, -0.0021, -0.1231], [-0.4973, 1.3920, -0.5703], [2.1940, -0.1917, -0.8317], [-0.9321, -1.8916, 0.6762], [-0.7982, 1.6811, 0.1670], [0.2128, -0.4862, 0.4987], [-0.0776, -0.0723, -0.0797], [-0.3251, 0.2661, 0.0363], [-0.0358, -0.0776, -0.0640], [0.2154, 0.2032, 0.3774], [0.0410, -0.3586, 0.3720], [-0.2502, 1.3857, -1.3476], [0.1371, -0.3141, -0.5209], [-0.8579, -0.0794, 1.0377], [0.0245, 0.0093, 0.4734], [-0.1358, -0.0129, 0.2519], [0.0755, -0.3939, 0.0396], [0.4225, -0.0926, -0.2518], [0.1793, 0.0810, 0.5307], [0.2612, -0.1074, -0.3208], [0.2832, -0.4598, 0.0710], [-1.4252, 0.3114, -0.6131], [0.8441, 2.2309, 0.6805], [-0.1822, -0.5774, -0.9439], [0.6647, -0.0422, 1.5449], [0.4722, -0.0763, -0.0220], [0.5657, 0.0650, 0.3006], [-0.1360, -0.2210, 0.0011], [0.7224, -0.4033, 0.0440], [-0.7890, -0.5765, -0.9609], [-0.7012, 0.0922, -0.0911]]
}

---

2.
{
  "formula": "C11H19FIN2O3",
  "method": "ωB97M-V/def2-TZVPD",
  "lumo_energy_ev": -5.2,
  "charge": 1,
  "energy_ev": -31646.65389,
  "spin_multiplicity": 1,
  "gap_ha": 0.277,
  "elements": ["C", "C", "C", "C", "F", "C", "N", "I", "C", "C", "N", "C", "H", "H", "H", "H", "H", "H", "H", "H", "H", "H", "H", "H", "H", "C", "O", "C", "O", "O", "C", "H", "H", "H", "H", "H", "H"],
  "positions_angstrom": [[6.1176, 0.5891, 1.2626], [5.1958, -0.3094, 1.1429], [3.9457, -0.1056, 0.3396], [2.6883, -0.1057, 1.2444], [3.0700, 0.3131, 2.4755], [1.9553, -1.4647, 1.2565], [0.7349, -1.2930, 1.4972], [-0.6944, -2.7695, 1.5338], [0.4623, 0.1586, 1.7522], [-0.9897, 0.7051, 1.7956], [-1.0520, 2.1426, 1.5489], [1.5007, 0.7336, 0.7886], [5.9093, 1.6388, 1.1206], [7.1199, 0.3217, 1.5403], [5.2821, -1.2597, 1.6504], [4.0334, 0.8457, -0.1726], [3.8896, -0.9110, -0.3851], [2.3800, -2.4359, 1.0650], [0.7845, 0.2539, 2.7834], [-1.6792, 0.1587, 1.1625], [-1.3291, 0.5764, 2.8144], [-0.3059, 2.5812, 2.0835], [-0.7846, 2.3064, 0.5795], [1.6248, 1.8028, 0.7400], [1.1698, 0.3686, -0.1802], [-3.3286, 1.0020, -1.0258], [-4.3494, 0.0722, -1.3691], [-4.2517, -0.4072, -2.6176], [-3.3918, -0.1194, -3.4106], [-5.2585, -1.2512, -2.8167], [-5.2880, -1.8461, -4.1193], [-3.5099, 1.3177, -0.0007], [-2.3454, 0.5301, -1.0841], [-3.3686, 1.8777, -1.6711], [-4.3869, -2.4306, -4.2947], [-5.3994, -1.0830, -4.8866], [-6.1510, -2.5044, -4.1430]],
  "forces_ev_per_angstrom": [[1.3239, 1.2821, 0.2817], [-1.4584, -1.4257, -0.1622], [-0.4448, 0.2279, 1.1291], [0.7171, 0.0803, -2.3183], [-0.2103, -0.2401, 1.0155], [1.4110, 0.0202, 0.4654], [-1.4894, -0.2550, 0.2511], [0.1219, 0.1550, 0.0430], [-0.8907, 0.6845, 0.6198], [0.2996, -0.0731, 0.1000], [0.6313, -0.4662, -0.6171], [-0.5556, -0.6171, 0.2120], [0.1936, 0.1333, -0.8329], [0.1423, 0.0772, 0.7887], [0.4403, -0.4945, -0.4653], [-0.2150, 0.1346, -0.2325], [-0.1650, -0.0199, -0.3675], [0.1409, -0.2163, -0.0228], [0.4036, 0.3137, 0.1363], [-0.0457, 0.0512, -0.3460], [-0.2334, -0.3023, 0.2152], [-0.3012, 0.2414, 0.2085], [-0.2873, 0.1920, 0.0072], [0.2601, 0.2365, 0.3751], [0.2080, 0.2520, -0.4862], [0.0392, 0.2032, 0.1912], [0.0297, -0.0777, 0.0093], [-0.0779, -0.0496, -0.1100], [-0.0530, -0.0434, 0.1691], [0.0766, 0.0705, 0.0957], [-0.0959, -0.1458, -0.2188], [-0.1738, -0.0935, -0.0124], [0.0092, 0.0479, -0.1911], [0.1112, -0.0662, -0.0928], [0.0551, 0.1024, -0.0189], [0.1115, 0.0250, 0.0162], [-0.0288, 0.0557, 0.1649]]
}